Entry from the Open Molecules 2025 dataset: a molecular structure, C22H34CaN2O6P2S4Te at a distorted geometry (the ωB97M-V functional and the def2-TZVPD basis).

```
72
Properties=species:S:1:pos:R:3:forces:R:3:lowdin_charge:R:1
Te -0.708764 -0.037934 -3.072649 0.0 -0.2 -1.5 1.270
Ca -0.020004 0.414939 0.655988 3.1 -3.8 -0.8 1.130
S 4.338697 2.746596 -0.561364 -0.3 -0.3 0.0 1.077
S 3.115998 -1.287689 4.141584 -0.2 0.1 -0.4 1.085
S -1.680552 1.190457 2.623574 -1.6 0.0 2.2 0.459
S -0.742450 2.759701 -0.234651 -0.5 2.6 -1.6 0.457
P -1.624424 -1.890464 0.217052 -0.9 -1.4 -0.5 0.803
P 1.498288 -2.419254 -0.733942 0.2 -0.6 -0.3 0.831
O -0.214906 1.128283 2.668232 -0.3 0.5 0.9 -0.434
O -0.614422 3.751532 -1.274630 -0.2 -0.1 0.2 -0.296
O -2.186829 0.360302 1.526260 0.1 0.3 0.2 -0.479
O -1.239629 1.466617 -0.748902 -0.7 0.9 -0.4 -0.594
O -2.283398 0.878142 3.894567 0.0 0.3 -0.2 -0.285
O 0.491441 2.552141 0.513441 0.0 0.6 0.1 -0.394
N 1.893879 -0.681144 1.990678 -0.2 0.2 0.1 -0.005
N 2.600249 0.894030 -0.273953 -0.3 0.1 0.0 0.050
C 2.950924 1.833216 -1.095977 0.8 0.2 0.2 -0.617
C 3.035426 -3.174514 -0.033696 -0.2 0.2 0.0 -0.285
C 4.405661 1.791011 0.849780 0.0 0.0 0.0 -0.346
C 1.741836 -1.351763 3.088355 0.5 -0.2 0.5 -0.636
C 2.317219 2.191701 -2.387158 -0.2 0.1 0.1 -0.087
C -2.500658 4.641639 0.596328 0.0 -0.1 -0.1 -0.044
C -2.228606 2.835748 2.162462 0.1 -0.2 0.1 -0.209
C -3.091766 3.476628 3.036378 0.1 -0.1 0.1 -0.044
C -0.325067 -0.859654 -5.062728 0.0 0.0 0.3 -0.428
C 1.806244 -2.828154 -2.511069 0.0 0.2 0.2 -0.301
C -2.371352 -2.730807 1.682972 0.2 0.2 0.0 -0.257
C -1.122912 1.862584 -3.973625 -0.1 -0.1 0.3 -0.393
C 3.109129 -0.040545 1.941371 0.2 -0.3 0.4 -0.331
C 0.306936 -3.808826 -0.388301 0.0 0.2 0.0 -0.440
C -1.122746 -3.400703 -0.753095 0.2 0.2 0.1 -0.425
C -3.646039 4.702965 2.703144 0.0 0.1 -0.1 -0.057
C 0.542052 -2.147650 3.462578 0.0 0.1 -0.1 -0.056
C -3.355498 5.283807 1.479298 0.0 0.0 0.1 -0.057
C 3.913375 -0.277700 3.015728 0.0 -0.1 0.1 -0.338
C 3.405277 0.868361 0.842381 0.3 0.3 -0.2 -0.335
C -3.206347 -1.487083 -0.625685 0.1 0.2 0.1 -0.282
C -1.937567 3.418985 0.929240 0.2 0.0 -0.1 -0.207
H 2.178622 -3.847376 -2.626599 0.0 0.0 0.0 0.041
H 3.017124 -3.102397 1.054766 0.0 0.0 0.0 0.019
H -3.314409 2.992143 3.976637 0.0 0.0 0.0 0.112
H -2.244752 5.070733 -0.361635 0.0 0.1 0.0 0.111
H 5.144033 1.973055 1.611547 0.0 0.0 0.1 0.074
H -1.691615 -3.476301 2.093751 0.0 0.0 0.0 0.027
H -3.804195 -2.386723 -0.779978 0.0 0.0 0.0 0.046
H 0.618648 -4.698854 -0.942821 0.0 0.0 0.1 0.078
H 3.149012 -4.219598 -0.325976 0.0 0.0 0.0 0.039
H -3.775283 6.243687 1.211293 0.0 0.0 0.0 0.108
H 1.548881 1.461861 -2.624678 0.0 0.0 -0.1 -0.013
H -0.333532 2.115745 -4.677429 0.0 -0.1 0.0 0.010
H 0.872442 -2.715245 -3.061615 0.0 0.0 -0.1 -0.013
H -1.823199 -4.219941 -0.571903 -0.1 0.0 -0.1 0.082
H -3.020150 -0.994923 -1.575971 0.0 0.0 0.0 -0.039
H 0.367082 -4.043577 0.679797 0.0 0.0 0.0 0.059
H 4.907508 0.084584 3.211872 0.0 0.1 -0.1 0.074
H 0.430123 -2.987479 2.776053 0.0 0.0 0.0 0.063
H -1.141880 2.587566 -3.169965 0.0 0.1 0.0 -0.034
H -0.343123 -1.514066 3.391075 0.0 -0.1 0.1 0.070
H 3.061239 2.233530 -3.183122 0.0 0.0 0.0 0.083
H -1.183576 -0.699878 -5.710755 -0.1 0.1 0.1 -0.006
H -0.140961 -1.930867 -5.004249 0.0 0.0 0.1 -0.022
H -2.577404 -1.971290 2.435898 0.0 -0.1 0.1 0.031
H -4.296404 5.207452 3.404751 0.0 0.0 0.0 0.109
H 1.844802 3.173009 -2.302615 0.0 0.0 0.0 0.084
H 0.547828 -0.385889 -5.507450 0.0 0.1 0.1 -0.003
H 0.635892 -2.526910 4.477811 -0.1 0.0 0.0 0.082
H -3.307943 -3.210163 1.399396 0.0 -0.1 0.0 0.045
H -2.087815 1.838859 -4.472191 0.0 -0.1 0.0 0.005
H 2.532459 -2.127937 -2.924874 0.0 0.0 -0.1 0.040
H 3.893815 -2.606846 -0.396452 0.0 0.0 0.0 0.039
H -1.171200 -3.147168 -1.816775 -0.1 0.0 0.0 0.057
H -3.740768 -0.794293 0.022440 -0.1 0.0 0.0 0.040
```
Positions in Å, forces in eV/Å.

Computed properties:
E = -126285.7696 eV
Frontier orbital gap = 7.9188 eV
Net charge = 0
Maximum force = 0.0956 Eh/bohr
2S+1 = 1